1.
# C5H6N2

A single C5H6N2 molecule (ωB97M-V/def2-TZVPD, OMol25).

The geometry in XYZ format:
```
13
C5H6N2 | OMol25 | ωB97M-V/def2-TZVPD
N 2.23 0.14 1.75
C 1.63 0.34 0.78
C 1.08 0.44 -0.55
C 0.02 -0.49 -0.99
C -0.93 -0.89 0.13
C -1.00 0.62 0.45
N -0.26 0.96 -0.82
H 1.85 0.73 -1.26
H 0.10 -0.96 -1.97
H -1.84 -1.33 -0.29
H -0.55 -1.53 0.93
H -1.97 1.11 0.55
H -0.37 0.88 1.31
```

Summary:
Highest occupied orbital energy in eV: -9.903
Orbital gap in eV: 10.8
Net charge: 0
SMILES: N#C[C@H]1[C@H]2CCN21

natural (NBO) analysis output, partial charges in e: -0.303 0.251 -0.224 -0.052 -0.434 -0.241 -0.333 0.256 0.215 0.225 0.221 0.216 0.202

---

2.
# C5H6N2

A single C5H6N2 molecule (ωB97M-V/def2-TZVPD, OMol25).

The geometry in XYZ format:
```
13
C5H6N2 | OMol25 | ωB97M-V/def2-TZVPD
C -0.67 0.53 1.31
N -1.56 1.03 0.27
C -1.10 0.75 -0.95
C -0.23 -0.35 -0.75
C 0.05 -0.47 0.66
C 1.61 -0.78 0.17
N 1.03 -0.79 -1.19
H -1.20 0.40 2.37
H -2.20 1.72 0.43
H -1.32 1.46 -1.82
H 2.26 -1.85 0.50
H 2.25 0.10 0.67
H 1.08 -1.75 -1.67
```

Summary:
Highest occupied orbital energy in eV: -7.872
Orbital gap in eV: 8.9
Net charge: 0
SMILES: c1[nH]cc2c1CN2

natural (NBO) analysis output, partial charges in e: -0.130 -0.489 -0.050 0.020 -0.125 -0.214 -0.634 0.210 0.397 0.222 0.189 0.226 0.377

---

3.
# C5H6N2

A single C5H6N2 molecule (ωB97M-V/def2-TZVPD, OMol25).

The geometry in XYZ format:
```
13
C5H6N2 | OMol25 | ωB97M-V/def2-TZVPD
N 1.10 1.03 2.68
C 0.72 0.34 1.83
C 0.57 -0.59 0.78
C 1.06 0.05 -0.59
C -0.36 0.29 -1.03
N -0.93 0.72 -2.03
C -0.98 -0.37 0.23
H 0.88 -1.72 0.88
H 1.48 -0.68 -1.14
H 1.54 0.94 -0.51
H -1.90 0.78 -2.24
H -1.53 0.47 0.76
H -1.64 -1.26 0.36
```

Summary:
Highest occupied orbital energy in eV: -9.487
Orbital gap in eV: 10.2
Net charge: 0
SMILES: N#CC1CC(=N)C1

natural (NBO) analysis output, partial charges in e: -0.312 0.264 -0.332 -0.435 0.351 -0.635 -0.482 0.265 0.230 0.237 0.374 0.234 0.241

---

Most stable: 1

---

1.
# C5H6N2

A molecular structure, C5H6N2 (ωB97M-V/def2-TZVPD, OMol25).

The geometry in XYZ format:
```
13
C5H6N2 | OMol25 | ωB97M-V/def2-TZVPD
C -1.53 -0.37 0.13
C -1.40 1.12 0.35
C 0.08 0.80 0.55
N 1.26 1.18 -0.08
C 1.82 0.09 -0.48
C 0.95 -1.15 -0.30
N -0.18 -0.52 0.37
H 0.55 -1.49 -1.24
H -2.25 -1.06 0.56
H -1.51 1.73 -0.55
H -1.97 1.55 1.18
H 2.84 0.06 -0.85
H 1.43 -1.98 0.23
```

Summary:
Highest occupied orbital energy (spin up / spin down) in eV: -7.303 / -7.012
Orbital gap (spin up / spin down) in eV: 7.7 / 7.3
Net charge: 0

natural (NBO) analysis output, partial charges in e: -0.131 -0.493 0.242 -0.400 0.057 -0.304 -0.304 0.245 0.178 0.249 0.236 0.197 0.228

---

2.
# C5H6N2

3 unconnected molecules or ions with the total composition C5H6N2 (ωB97M-V/def2-TZVPD, OMol25).

The geometry in XYZ format:
```
13
C5H6N2 | OMol25 | ωB97M-V/def2-TZVPD
C -0.59 -1.57 -0.72
C -1.27 -0.74 0.03
C -2.16 -0.09 0.73
H -0.12 -2.44 -0.29
H -0.73 -1.61 -1.78
H -1.94 0.90 1.10
H -3.16 -0.47 0.94
C 1.35 2.23 1.18
N 0.34 1.70 0.99
H 2.05 2.95 1.53
C 2.00 -0.37 -1.21
N 2.90 -0.83 -1.74
H 1.33 0.36 -0.76
```

Summary:
Highest occupied orbital energy in eV: -9.754
Orbital gap in eV: 10.6
Net charge: 0
SMILES: C=C=C.C#N.C#N

natural (NBO) analysis output, partial charges in e: -0.521 0.111 -0.498 0.229 0.227 0.233 0.224 0.096 -0.326 0.242 0.067 -0.330 0.246

---

Most stable: 2

---

1.
# C6H9ClO

A single C6H9ClO molecule (ωB97M-V/def2-TZVPD, OMol25).

The geometry in XYZ format:
```
17
C6H9ClO | OMol25 | ωB97M-V/def2-TZVPD
C 2.23 -1.24 -0.93
C 1.80 -0.84 0.24
C 0.53 -0.05 0.47
C -0.51 -0.79 1.31
O -1.11 -1.84 0.61
C 0.69 1.42 0.78
C 0.13 0.93 -0.57
Cl -1.57 1.18 -0.91
H 1.75 -0.84 -1.86
H 3.01 -2.02 -1.00
H 2.22 -1.19 1.18
H -0.08 -1.27 2.19
H -1.22 -0.04 1.69
H -1.63 -1.40 -0.06
H 1.66 1.92 0.79
H -0.04 1.89 1.46
H 0.75 1.01 -1.48
```

Summary:
Highest occupied orbital energy in eV: -9.734
Orbital gap in eV: 10.6
Net charge: 0
SMILES: C=C[C@@]1(CO)C[C@@H]1Cl

natural (NBO) analysis output, partial charges in e: -0.388 -0.163 -0.153 -0.048 -0.701 -0.410 -0.229 -0.036 0.194 0.212 0.204 0.189 0.170 0.469 0.229 0.224 0.237

---

2.
# C6H9ClO

A single C6H9ClO molecule (ωB97M-V/def2-TZVPD, OMol25).

The geometry in XYZ format:
```
17
C6H9ClO | OMol25 | ωB97M-V/def2-TZVPD
C -0.88 -2.80 0.60
C -0.97 -1.40 0.09
C -0.11 -0.43 0.33
C -0.35 0.96 -0.13
C 0.64 2.06 0.19
O 1.75 1.65 0.98
C 0.64 1.46 -1.18
Cl -0.09 2.42 -2.52
H -0.60 -3.50 -0.22
H -1.76 -3.14 1.07
H -0.08 -2.80 1.36
H -1.84 -1.08 -0.45
H 0.80 -0.65 0.88
H -1.42 1.24 -0.42
H 0.29 3.06 0.32
H 2.49 2.09 0.60
H 1.49 0.86 -1.49
```

Summary:
Highest occupied orbital energy in eV: -8.865
Orbital gap in eV: 9.7
Net charge: 0
SMILES: C/C=C/[C@H]1[C@@H](O)[C@@H]1Cl

natural (NBO) analysis output, partial charges in e: -0.638 -0.166 -0.204 -0.275 0.070 -0.696 -0.222 -0.066 0.217 0.218 0.211 0.184 0.216 0.248 0.198 0.472 0.234

---

3.
# C6H9ClO

A single C6H9ClO molecule (ωB97M-V/def2-TZVPD, OMol25).

The geometry in XYZ format:
```
17
C6H9ClO | OMol25 | ωB97M-V/def2-TZVPD
C -0.95 0.54 1.22
C -1.84 0.10 0.15
C 1.28 0.34 0.62
C 2.56 1.11 0.24
C -0.44 -1.72 -0.97
C -1.54 -0.81 -0.76
O 0.23 1.19 0.63
Cl -2.87 -0.93 -2.02
H -1.36 1.31 1.87
H -0.44 -0.18 1.89
H -2.75 0.70 0.05
H 2.96 1.76 1.00
H 3.23 0.39 -0.07
H 2.21 1.95 -0.48
H 0.42 -1.54 -0.45
H -0.73 -2.81 -0.99
H 0.04 -1.38 -1.93
```

Summary:
Highest occupied orbital energy in eV: -8.600
Orbital gap in eV: 9.2
Net charge: 0

natural (NBO) analysis output, partial charges in e: -0.108 -0.292 0.262 -0.781 -0.715 0.123 -0.512 -0.084 0.202 0.220 0.232 0.251 0.223 0.226 0.269 0.245 0.240

---

Most stable: 1

---

1.
# C6H9ClO

A single C6H9ClO molecule (ωB97M-V/def2-TZVPD, OMol25).

The geometry in XYZ format:
```
17
C6H9ClO | OMol25 | ωB97M-V/def2-TZVPD
Cl -0.33 1.82 -1.75
C 0.06 0.62 -0.44
C 0.40 -0.75 -1.03
C -0.67 -1.54 -1.61
O -0.10 -1.94 -0.37
C -0.95 0.52 0.81
C 0.31 0.29 1.66
C 1.07 1.07 0.61
H 1.43 -0.88 -1.36
H -1.68 -1.15 -1.62
H -0.46 -2.21 -2.41
H -1.69 -0.28 0.77
H -1.38 1.47 1.06
H 0.67 -0.77 1.83
H 0.27 0.73 2.65
H 0.93 2.13 0.83
H 2.12 0.87 0.37
```

Summary:
Highest occupied orbital energy in eV: -10.401
Orbital gap in eV: 11.4
Net charge: 0
SMILES: ClC1([C@@H]2CO2)CCC1

natural (NBO) analysis output, partial charges in e: -0.066 -0.008 0.020 -0.099 -0.490 -0.398 -0.409 -0.418 0.201 0.187 0.186 0.221 0.217 0.225 0.208 0.217 0.207

---

2.
# C6H9ClO

A molecular structure, C6H9ClO (ωB97M-V/def2-TZVPD, OMol25).

The geometry in XYZ format:
```
17
C6H9ClO | OMol25 | ωB97M-V/def2-TZVPD
C 0.48 1.55 0.35
C -0.03 0.10 0.33
C 0.54 -0.61 1.41
C 1.03 -0.93 0.01
C -1.47 0.06 -0.30
C -1.77 -1.24 -1.00
H 0.99 1.02 -1.52
H -0.41 2.14 0.80
H 1.28 1.81 1.07
H -0.03 -1.50 1.62
H 1.07 0.00 2.15
H 0.82 -1.88 -0.28
H -2.20 1.30 -0.34
H -1.03 -2.11 -1.31
H -2.76 -1.16 -1.43
O 0.81 2.04 -0.96
Cl 2.68 -0.57 -0.61
```

Summary:
Highest occupied orbital energy in eV: -9.373
Orbital gap in eV: 9.9
Net charge: 0

natural (NBO) analysis output, partial charges in e: -0.050 -0.188 -0.406 -0.194 -0.162 -0.448 0.477 0.169 0.177 0.226 0.240 0.215 0.270 0.229 0.205 -0.715 -0.046

---

Most stable: 1

---

1.
# C5H11NO

A single C5H11NO molecule (ωB97M-V/def2-TZVPD, OMol25).

The geometry in XYZ format:
```
18
C5H11NO | OMol25 | ωB97M-V/def2-TZVPD
C 2.81 0.12 0.49
C 1.47 0.77 0.25
N 0.40 -0.11 -0.22
C -0.89 0.56 -0.40
C -1.89 -0.42 -0.96
C -2.54 -1.21 0.16
O -1.98 -1.65 1.12
H 3.43 0.90 0.93
H 3.37 -0.35 -0.31
H 2.63 -0.66 1.25
H 1.12 1.17 1.22
H 1.50 1.65 -0.40
H 0.28 -0.87 0.44
H -1.20 0.96 0.57
H -0.73 1.38 -1.11
H -1.38 -1.06 -1.68
H -2.74 0.11 -1.39
H -3.64 -1.30 0.05
```

Summary:
Highest occupied orbital energy in eV: -8.694
Orbital gap in eV: 9.8
Net charge: 0
SMILES: CCNCCC=O

natural (NBO) analysis output, partial charges in e: -0.612 -0.208 -0.636 -0.209 -0.528 0.458 -0.527 0.212 0.214 0.202 0.153 0.182 0.365 0.169 0.196 0.255 0.213 0.099

---

2.
# C5H11NO

A single C5H11NO molecule (ωB97M-V/def2-TZVPD, OMol25).

The geometry in XYZ format:
```
18
C5H11NO | OMol25 | ωB97M-V/def2-TZVPD
C 0.78 -2.17 1.36
C 0.89 -0.68 1.75
C -0.21 0.20 1.08
C -0.63 0.01 -0.45
N 0.52 -0.38 -1.25
C -1.11 1.36 -0.94
O -0.52 2.09 -1.69
H -0.16 -2.41 0.84
H 1.51 -2.29 0.55
H 0.93 -2.98 2.07
H 1.88 -0.42 1.36
H 0.89 -0.41 2.86
H -1.17 0.12 1.64
H 0.12 1.24 1.11
H -1.40 -0.80 -0.48
H 1.03 -1.22 -1.02
H 0.69 0.12 -2.09
H -2.05 1.64 -0.44
```

Summary:
Highest occupied orbital energy in eV: -8.791
Orbital gap in eV: 9.8
Net charge: 0
SMILES: CCC[C@H](N)C=O

natural (NBO) analysis output, partial charges in e: -0.622 -0.407 -0.383 -0.155 -0.896 0.449 -0.515 0.200 0.195 0.224 0.211 0.219 0.197 0.208 0.190 0.382 0.398 0.105

---

Most stable: 1

---

1.
# C5H11NO

A single C5H11NO molecule (ωB97M-V/def2-TZVPD, OMol25).

The geometry in XYZ format:
```
18
C5H11NO | OMol25 | ωB97M-V/def2-TZVPD
C -2.36 -1.26 -0.41
N -1.36 -0.33 -0.93
C -0.68 0.34 0.07
O -1.26 0.90 0.98
C 0.84 0.17 0.03
C 1.49 1.29 -0.78
C 1.37 0.08 1.45
H -2.01 -1.66 0.54
H -2.48 -2.08 -1.12
H -3.32 -0.77 -0.24
H -0.74 -0.76 -1.61
H 1.03 -0.78 -0.48
H 1.32 2.25 -0.29
H 1.07 1.34 -1.79
H 2.57 1.12 -0.86
H 2.46 -0.08 1.44
H 1.14 0.99 2.01
H 0.92 -0.76 1.99
```

Summary:
Highest occupied orbital energy in eV: -9.546
Orbital gap in eV: 10.4
Net charge: 0
SMILES: CNC(=O)C(C)C

natural (NBO) analysis output, partial charges in e: -0.408 -0.635 0.697 -0.590 -0.314 -0.597 -0.597 0.186 0.200 0.210 0.370 0.193 0.217 0.210 0.211 0.206 0.227 0.213

---

2.
# C5H11NO

A single C5H11NO molecule (ωB97M-V/def2-TZVPD, OMol25).

The geometry in XYZ format:
```
18
C5H11NO | OMol25 | ωB97M-V/def2-TZVPD
C -1.93 1.79 0.20
C -1.97 0.25 0.12
C -0.63 -0.42 0.53
C 0.51 -0.06 -0.42
O 0.28 0.54 -1.45
N 1.76 -0.38 0.03
C 2.02 -1.66 0.71
H -2.94 2.18 0.05
H -1.31 2.20 -0.59
H -1.54 2.11 1.17
H -2.69 -0.05 0.87
H -2.05 0.01 -0.93
H -0.83 -1.50 0.47
H -0.42 -0.14 1.57
H 2.51 0.00 -0.53
H 3.09 -1.77 0.83
H 1.63 -2.52 0.18
H 1.47 -1.56 1.65
```

Summary:
Highest occupied orbital energy in eV: -9.584
Orbital gap in eV: 10.5
Net charge: 0
SMILES: CCCC(=O)NC

natural (NBO) analysis output, partial charges in e: -0.611 -0.396 -0.514 0.686 -0.610 -0.630 -0.411 0.205 0.225 0.190 0.203 0.225 0.223 0.214 0.393 0.213 0.189 0.204

---

3.
# C5H11NO

A single C5H11NO molecule (ωB97M-V/def2-TZVPD, OMol25).

The geometry in XYZ format:
```
18
C5H11NO | OMol25 | ωB97M-V/def2-TZVPD
C -2.31 -0.29 -0.57
C -1.47 0.81 0.06
C -0.60 0.32 1.23
N 0.56 -0.43 0.78
C 1.66 0.26 0.37
C 2.75 -0.48 -0.38
O 1.77 1.46 0.57
H -2.88 0.09 -1.43
H -1.70 -1.12 -0.92
H -3.04 -0.69 0.16
H -0.80 1.26 -0.68
H -2.12 1.62 0.42
H -0.21 1.18 1.79
H -1.19 -0.30 1.92
H 0.48 -1.43 0.63
H 2.95 0.10 -1.28
H 2.50 -1.51 -0.66
H 3.67 -0.48 0.22
```

Summary:
Highest occupied orbital energy in eV: -9.559
Orbital gap in eV: 10.5
Net charge: 0
SMILES: CCCNC(C)=O

natural (NBO) analysis output, partial charges in e: -0.610 -0.407 -0.226 -0.625 0.672 -0.708 -0.634 0.214 0.196 0.200 0.211 0.205 0.233 0.192 0.396 0.243 0.207 0.240

---

4.
# C5H11NO

A single C5H11NO molecule (ωB97M-V/def2-TZVPD, OMol25).

The geometry in XYZ format:
```
18
C5H11NO | OMol25 | ωB97M-V/def2-TZVPD
C -0.78 1.37 -1.60
C 0.57 1.25 -0.90
N 0.43 0.52 0.35
C 1.54 -0.32 0.76
C 0.30 -0.92 0.22
C -0.67 -1.56 1.17
O -1.95 -0.96 1.15
H -0.70 1.98 -2.51
H -1.52 1.82 -0.93
H -1.15 0.38 -1.89
H 1.30 0.77 -1.57
H 0.96 2.25 -0.66
H 2.43 -0.35 0.13
H 1.73 -0.35 1.83
H 0.34 -1.33 -0.79
H -0.76 -2.64 1.04
H -0.28 -1.38 2.20
H -1.76 -0.53 2.00
```

Summary:
Highest occupied orbital energy in eV: -9.265
Orbital gap in eV: 10.4
Net charge: 0
SMILES: CCN1C[C@H]1CO

natural (NBO) analysis output, partial charges in e: -0.614 -0.214 -0.401 -0.248 -0.123 -0.071 -0.701 0.210 0.218 0.206 0.160 0.197 0.192 0.197 0.195 0.178 0.146 0.474

---

Most stable: 3

---

1.
# C11H15NS

2 unconnected molecules or ions with the total composition C11H15NS (ωB97M-V/def2-TZVPD, OMol25).

The geometry in XYZ format:
```
28
C11H15NS | OMol25 | ωB97M-V/def2-TZVPD
C -3.36 0.06 1.16
C -1.92 0.37 0.90
C -0.81 -0.09 1.54
N 0.29 0.72 1.21
C -0.11 1.67 0.31
C 0.60 2.78 -0.23
C -0.16 3.77 -0.79
C -1.57 3.65 -0.91
C -2.24 2.55 -0.45
C -1.50 1.54 0.17
H -3.95 0.96 1.21
H -3.50 -0.49 2.11
H -3.82 -0.68 0.50
H -0.67 -1.01 2.09
H 1.14 0.53 1.71
H 1.67 2.65 -0.13
H 0.27 4.65 -1.25
H -2.06 4.32 -1.60
H -3.31 2.47 -0.51
C 3.24 -4.20 -1.53
S 1.75 -3.30 -0.99
C 2.22 -2.86 0.67
H 3.15 -5.28 -1.54
H 3.54 -3.92 -2.55
H 4.11 -3.83 -0.99
H 1.66 -1.93 0.86
H 3.25 -2.59 0.87
H 1.80 -3.58 1.35
```

Summary:
Highest occupied orbital energy in eV: -7.891
Orbital gap in eV: 8.7
Net charge: 0
SMILES: Cc1c[nH]c2ccccc12.CSC

natural (NBO) analysis output, partial charges in e: -0.632 -0.087 -0.040 -0.538 0.151 -0.240 -0.210 -0.245 -0.180 -0.099 0.218 0.217 0.218 0.208 0.412 0.214 0.213 0.210 0.210 -0.752 0.200 -0.764 0.216 0.225 0.219 0.220 0.222 0.214

---

2.
# C11H15NS

2 unconnected molecules or ions with the total composition C11H15NS (ωB97M-V/def2-TZVPD, OMol25).

The geometry in XYZ format:
```
28
C11H15NS | OMol25 | ωB97M-V/def2-TZVPD
C -2.74 -2.00 -2.18
C -1.99 -0.73 -1.94
C -2.52 0.50 -1.94
N -1.53 1.46 -1.69
C -0.32 0.81 -1.66
C 0.96 1.25 -1.30
C 1.96 0.31 -1.32
C 1.73 -1.06 -1.39
C 0.43 -1.52 -1.60
C -0.56 -0.57 -1.76
H -3.74 -1.96 -1.76
H -2.23 -2.82 -1.65
H -2.70 -2.34 -3.22
H -3.54 0.86 -1.97
H -1.58 2.38 -2.11
H 1.12 2.31 -1.14
H 2.98 0.67 -1.27
H 2.55 -1.76 -1.24
H 0.18 -2.57 -1.65
C -0.20 1.27 4.16
C 0.56 -0.03 4.07
S 1.92 0.18 2.82
H -1.02 1.19 4.88
H -0.77 1.46 3.23
H 0.35 2.17 4.44
H 0.96 -0.41 5.00
H -0.09 -0.72 3.55
H 2.78 -0.70 3.34
```

Summary:
Highest occupied orbital energy in eV: -7.852
Orbital gap in eV: 8.7
Net charge: 0
SMILES: Cc1c[nH]c2ccccc12.CCS

natural (NBO) analysis output, partial charges in e: -0.630 -0.069 -0.038 -0.547 0.143 -0.230 -0.216 -0.218 -0.197 -0.099 0.221 0.210 0.220 0.207 0.400 0.212 0.209 0.212 0.211 -0.629 -0.492 -0.075 0.213 0.215 0.217 0.218 0.213 0.120

---

Most stable: 2

---

1.
# C2H6NO2P

2 unconnected molecules or ions with the total composition C2H6NO2P (ωB97M-V/def2-TZVPD, OMol25).

The geometry in XYZ format:
```
12
C2H6NO2P | OMol25 | ωB97M-V/def2-TZVPD
N 1.37 -0.02 1.02
C 0.86 -1.13 0.60
P -0.33 -1.07 -0.77
O -0.88 -2.60 -0.60
H 1.14 0.92 0.69
H 2.04 -0.06 1.78
H 0.77 -1.32 -1.63
H -0.32 -3.10 0.02
C -1.16 2.10 -0.28
O -0.08 2.30 0.19
H -1.36 2.16 -1.37
H -2.04 1.82 0.33
```

Summary:
Highest occupied orbital energy in eV: -7.958
Orbital gap in eV: 8.4
Net charge: 0
SMILES: NC#[PH]O.C=O

natural (NBO) analysis output, partial charges in e: -0.727 -0.248 0.763 -0.993 0.400 0.382 -0.067 0.498 0.309 -0.558 0.121 0.120

---

2.
# C2H6NO2P

2 unconnected molecules or ions with the total composition C2H6NO2P (ωB97M-V/def2-TZVPD, OMol25).

The geometry in XYZ format:
```
12
C2H6NO2P | OMol25 | ωB97M-V/def2-TZVPD
N 3.35 0.54 -0.86
C 3.40 0.30 0.32
O 3.44 0.17 1.45
H 2.57 0.58 -1.51
C -0.51 -1.03 0.31
P -0.69 0.82 0.31
O 0.55 1.16 -0.73
H -1.31 -1.48 1.09
H -0.53 -1.51 -0.66
H 0.51 -1.20 0.61
H 0.15 0.74 1.40
H 0.43 1.57 -1.59
```

Summary:
Highest occupied orbital energy in eV: -9.502
Orbital gap in eV: 10.0
Net charge: 0
SMILES: N=C=O.CPO

natural (NBO) analysis output, partial charges in e: -0.805 0.871 -0.504 0.434 -0.956 0.874 -1.025 0.237 0.229 0.222 -0.081 0.504

---

Most stable: 2